DFT (ωB97M-V/def2-TZVPD) results for 2 unconnected molecules or ions with the total composition C2H8ClN3 at a distorted geometry.

The calculated total energy comes out at -19197.37912 eV. The value obtained for the LUMO energy is -0.13 eV. As for the HOMO energy: -7.66 eV. As for the net charge: 0. The orbital gap comes out at 7.52 eV. For the strongest force on any atom, the calculation gives 0.023 Eh/bohr.

XYZ file:
```
14
Properties=species:S:1:pos:R:3:forces:R:3
C -0.213 0.625 0.130 0.62 0.01 -0.91
N -0.974 0.644 1.226 -0.66 0.00 0.96
N 0.306 -0.521 -0.295 -0.12 -0.03 0.19
N 0.023 1.763 -0.534 -0.40 0.23 0.51
C 0.100 -1.805 0.368 -0.02 -0.04 0.04
H -1.157 -0.224 1.736 0.08 0.86 -0.36
H -1.376 1.525 1.556 0.29 -0.86 -0.18
H 0.885 -0.499 -1.138 0.19 0.36 -0.38
H 0.606 1.753 -1.374 0.20 -0.23 -0.23
H -0.379 2.643 -0.201 0.38 -0.74 -0.34
H 0.644 -2.579 -0.199 -0.29 0.46 0.29
H -0.969 -2.075 0.396 0.33 0.03 -0.09
H 0.485 -1.789 1.402 -0.03 -0.04 -0.34
Cl 2.019 0.542 -3.073 -0.58 0.00 0.83
```
Positions in Å, forces in eV/Å.

---

DFT (ωB97M-V/def2-TZVPD) results for a molecular structure, C25H41F5IrP2 at a distorted geometry.

The multiplicity is 5. The calculated total energy comes out at -61580.58628 eV. The value obtained for the LUMO energy (alpha / beta) is -2.15 / -3.83 eV. As for the HOMO energy (alpha / beta): -9.27 / -10.02 eV. As for the net charge: +1. The orbital gap (alpha / beta) comes out at 7.12 / 6.19 eV. The calculation puts the energy above the lowest of the compared OMol25 structures with the same formula, charge and spin at 0.00 kJ/mol. For the strongest force on any atom, the calculation gives 0.061 Eh/bohr.

XYZ file:
```
74
Properties=species:S:1:pos:R:3:forces:R:3
Ir -1.651 0.827 -1.192 1.99 -0.11 -0.06
C 1.619 1.371 -1.437 -0.50 0.76 0.31
C 0.369 1.297 -2.178 -0.33 1.70 0.25
C 0.274 2.997 -0.527 0.12 -0.17 -2.23
C 1.526 2.408 -0.487 0.27 -0.17 -0.01
C -0.503 2.383 -1.670 3.16 0.10 0.09
C 2.939 0.790 -1.830 0.09 -0.12 0.16
H 2.876 -0.112 -2.449 -0.02 0.27 0.10
H 3.522 0.547 -0.926 -0.07 0.04 -0.39
H 3.498 1.563 -2.391 -0.06 -0.36 0.17
C 2.721 2.963 0.219 0.01 -0.12 0.16
H 3.499 2.201 0.286 0.03 0.16 0.22
H 2.474 3.309 1.224 0.19 0.06 -0.21
H 3.148 3.803 -0.355 -0.16 -0.16 0.25
C 0.008 4.363 -0.040 -0.15 0.07 0.67
H 0.707 5.067 -0.518 -0.18 -0.11 0.09
H 0.196 4.405 1.036 -0.11 0.31 -0.01
H -1.013 4.678 -0.251 0.03 0.08 0.12
C -1.285 3.219 -2.609 -0.31 0.95 0.03
H -1.262 2.813 -3.617 -0.10 0.05 -0.03
H -0.803 4.201 -2.601 -0.31 0.24 -0.40
H -2.333 3.335 -2.301 0.15 0.18 -0.17
C 0.533 1.032 -3.644 -0.21 -0.42 -0.45
H 0.757 1.986 -4.167 -0.13 -0.47 0.16
H -0.377 0.597 -4.067 0.24 0.08 -0.26
H 1.383 0.353 -3.826 -0.52 0.18 -0.06
C 2.760 -1.647 2.019 0.31 -1.08 0.98
C 3.104 -2.509 1.065 0.58 -0.49 0.97
C 2.129 -3.123 0.122 0.49 -0.36 -1.07
C 1.348 -2.136 -0.748 -0.49 -0.85 -0.29
C -0.106 -1.878 -0.289 -0.99 0.98 -0.80
C -0.270 -0.745 0.655 -2.04 1.99 0.40
C 0.839 -0.127 1.361 0.43 1.04 -0.16
C 1.371 -1.201 2.296 0.03 0.01 0.68
H 1.406 -3.800 0.620 0.52 0.22 -0.02
H 1.306 -2.539 -1.782 -0.09 0.18 0.54
H 2.725 -3.744 -0.565 -0.34 -0.05 0.26
H 0.692 -2.080 2.243 0.48 0.53 0.21
H 3.412 -1.516 2.875 0.62 0.47 -0.43
H 4.114 -2.970 1.081 -0.67 0.61 -0.06
H 1.283 -0.781 3.308 0.21 -0.48 -0.09
H 1.582 0.318 0.665 -0.11 -0.59 0.69
H -1.261 -0.338 1.018 1.18 -1.22 -0.52
H 0.476 0.739 1.953 0.10 -0.46 -0.49
H 1.874 -1.169 -0.841 -0.51 -0.50 0.26
H -0.558 -1.531 -1.251 -0.24 -0.20 0.32
P -1.452 -2.985 0.317 2.16 -0.87 -0.17
C -1.119 -3.732 1.940 -0.30 -0.22 0.39
C -1.633 -4.415 -0.773 -0.47 -0.26 -0.14
P -3.143 -0.585 -0.832 -2.02 -2.01 0.36
C -2.921 -1.996 0.425 -0.65 0.06 -0.01
C -3.746 -1.540 -2.261 -0.44 -0.53 0.07
C -4.600 0.091 -0.017 -0.66 -0.28 0.20
H -1.315 -3.038 2.765 0.13 -0.03 -0.28
H -0.100 -4.126 2.040 -0.24 0.20 -0.19
H -1.799 -4.587 2.073 0.07 0.27 -0.13
H -2.290 -5.154 -0.287 0.17 0.25 -0.24
H -0.658 -4.894 -0.951 -0.24 0.30 0.13
H -2.074 -4.132 -1.736 0.14 -0.03 0.18
H -5.256 -0.735 0.287 -0.19 0.38 0.01
H -5.128 0.787 -0.674 0.04 -0.12 0.08
H -4.255 0.641 0.866 -0.16 -0.12 -0.13
H -2.962 -1.560 1.439 0.06 -0.18 -0.44
H -3.782 -2.675 0.326 0.17 0.12 0.06
H -4.410 -0.922 -2.874 0.08 -0.07 0.16
H -4.287 -2.424 -1.900 -0.15 0.12 -0.33
H -2.926 -1.870 -2.909 -0.02 0.14 0.23
F -0.470 3.326 3.368 1.12 -0.97 -0.09
C 0.533 2.431 3.509 -1.63 0.17 1.53
F 0.139 1.470 4.388 0.65 0.89 -1.18
C 1.848 3.090 3.910 1.09 0.56 0.01
F 1.974 4.253 3.206 0.02 -1.21 0.86
F 1.866 3.376 5.233 0.04 -0.21 -1.15
F 2.920 2.284 3.634 -1.34 0.88 0.30
```
Positions in Å, forces in eV/Å.

---

DFT (ωB97M-V/def2-TZVPD) results for a molecular structure, C11H27ClIMnN2OP2S at a distorted geometry.

The multiplicity is 5. The calculated total energy comes out at -98215.31057 eV. The value obtained for the LUMO energy (alpha / beta) is -8.02 / -7.86 eV. As for the HOMO energy (alpha / beta): -13.83 / -14.07 eV. As for the net charge: +2. The orbital gap (alpha / beta) comes out at 5.81 / 6.21 eV. The calculation puts the energy above the lowest of the compared OMol25 structures with the same formula, charge and spin at 107.88 kJ/mol. For the strongest force on any atom, the calculation gives 0.120 Eh/bohr.

XYZ file:
```
47
Properties=species:S:1:pos:R:3:forces:R:3
C -3.644 -3.724 -1.667 -0.56 -0.48 -0.27
C -2.446 -3.657 -0.902 4.94 1.21 2.96
H -3.978 -4.786 -1.687 0.16 0.42 0.03
H -3.423 -3.375 -2.705 -0.10 -0.06 0.70
H -4.418 -3.091 -1.169 0.57 -0.25 -0.34
O -1.461 -3.544 -0.285 -5.20 -0.79 -3.22
I -3.138 -0.003 -2.038 -1.30 -1.23 -0.63
Mn -1.114 0.579 -0.819 0.79 2.38 0.09
P -1.923 0.185 1.435 -0.38 0.01 0.93
C -0.742 -0.460 2.674 0.11 0.33 -0.08
C -2.507 1.843 1.929 0.11 0.04 0.20
H -3.019 1.771 2.898 0.16 0.11 -0.20
H -3.520 -0.582 3.043 0.00 -0.21 -0.47
H -3.207 2.224 1.171 0.23 -0.14 0.18
H -4.205 -0.700 1.378 0.14 -0.10 0.21
H 0.242 0.005 2.598 -0.07 -0.12 0.05
H -1.660 2.538 1.986 -0.27 -0.11 -0.03
C -3.312 -0.858 1.994 -0.19 -0.05 -0.37
H -1.161 -0.299 3.673 0.16 -0.04 -0.08
H -2.986 -1.907 1.955 -0.28 0.21 0.05
H -0.661 -1.539 2.497 0.12 0.23 0.08
P 0.509 -0.476 -2.276 0.68 -0.38 -0.67
C 1.992 -1.215 -1.500 0.05 0.40 0.06
C 0.268 -1.862 -3.440 -0.44 0.04 -0.04
H 0.082 1.323 -3.844 0.24 -0.15 0.18
H 1.616 0.466 -4.213 -0.10 0.19 0.21
H 1.522 1.658 -2.858 -0.17 -0.15 -0.20
C 0.988 0.874 -3.409 0.23 0.00 0.00
H -0.633 -1.722 -4.049 0.22 -0.13 0.06
H 1.162 -1.903 -4.086 -0.45 -0.07 0.23
H 2.748 -1.376 -2.275 -0.01 0.00 0.18
H 1.681 -2.190 -1.106 0.17 0.22 0.03
H 0.208 -2.788 -2.852 -0.05 0.14 -0.33
H 2.401 -0.602 -0.694 -0.02 -0.15 -0.07
Cl -1.777 2.861 -1.666 0.01 -0.91 0.17
S 0.446 2.342 -0.124 -0.32 -0.06 -0.15
C 1.803 1.978 0.837 0.93 -1.27 0.62
N 1.835 2.022 2.185 -0.46 0.39 -0.73
C 3.219 2.034 2.658 -0.09 0.29 0.98
C 4.034 1.778 1.415 0.71 -0.11 -0.94
N 3.017 1.626 0.354 -0.51 0.51 0.19
H 1.054 2.428 2.723 0.80 -0.34 -0.65
H 3.435 1.293 3.417 -0.35 -0.28 0.10
H 3.414 2.994 3.114 0.23 0.33 0.02
H 4.674 0.908 1.531 -0.17 -0.26 -0.20
H 4.686 2.595 1.135 0.11 0.30 0.15
H 3.246 1.681 -0.650 -0.36 0.10 1.04
```
Positions in Å, forces in eV/Å.

---

DFT (ωB97M-V/def2-TZVPD) results for 3 unconnected molecules or ions with the total composition C3H6Cl6 at a distorted geometry.

The SMILES is ClCCl.ClCCl.ClCCl. The calculated total energy comes out at -78342.47052 eV. The value obtained for the LUMO energy is 0.46 eV. As for the HOMO energy: -10.92 eV. As for the net charge: 0. The orbital gap comes out at 11.37 eV. The calculation puts the energy above the lowest of the compared OMol25 structures with the same formula, charge and spin at 42.33 kJ/mol. For the strongest force on any atom, the calculation gives 0.042 Eh/bohr.

XYZ file:
```
15
Properties=species:S:1:pos:R:3:forces:R:3
Cl -3.207 -0.321 -2.795 0.06 -0.14 0.48
C -3.163 -1.036 -1.131 -0.01 0.84 -0.81
Cl -3.659 -2.705 -1.173 -0.46 -0.33 0.22
H -2.128 -1.053 -0.832 0.15 0.36 0.21
H -3.802 -0.373 -0.526 0.29 -0.73 -0.09
Cl 0.862 3.766 2.821 -0.18 0.93 0.23
C 0.969 2.102 2.196 -0.69 2.02 -0.22
Cl 1.730 1.157 3.376 0.64 -1.49 0.79
H -0.073 1.872 2.026 0.16 -0.71 -0.27
H 1.569 2.261 1.322 0.07 -0.73 -0.52
Cl 2.624 -0.892 -2.669 0.14 -0.14 0.22
C 2.293 -1.271 -0.974 -1.18 1.12 -0.40
Cl 0.956 -0.192 -0.362 0.46 -0.32 -0.11
H 1.875 -2.253 -0.909 0.22 -0.53 0.10
H 3.153 -1.062 -0.369 0.32 -0.16 0.17
```
Positions in Å, forces in eV/Å.

---

DFT (ωB97M-V/def2-TZVPD) results for 3 unconnected molecules or ions with the total composition C3H6N2O at a distorted geometry.

The SMILES is N#CC=O.[H][H].C=N. The calculated total energy comes out at -8232.85018 eV. The value obtained for the LUMO energy is -0.66 eV. As for the HOMO energy: -10.74 eV. As for the net charge: 0. The orbital gap comes out at 10.09 eV. The calculation puts the energy above the lowest of the compared OMol25 structures with the same formula, charge and spin at 371.33 kJ/mol. For the strongest force on any atom, the calculation gives 0.022 Eh/bohr.

XYZ file:
```
12
Properties=species:S:1:pos:R:3:forces:R:3
N -2.343 -0.011 -1.522 0.57 0.58 0.78
C -1.757 0.606 -0.738 -0.57 -0.55 -0.83
C -1.032 1.367 0.298 0.25 0.81 -0.12
O -0.630 2.484 0.098 -0.33 -0.85 0.21
H -0.917 0.826 1.248 0.05 0.11 -0.03
H 1.939 1.086 -0.737 0.03 0.06 -0.05
H 1.950 1.801 -0.943 0.04 0.01 -0.02
C 0.259 -1.807 0.261 0.37 0.31 -0.08
N 1.239 -1.002 0.366 -0.47 -0.40 0.12
H -0.266 -1.839 -0.696 -0.02 -0.12 0.17
H -0.097 -2.457 1.069 0.07 0.04 -0.15
H 1.655 -1.053 1.297 0.01 0.00 0.00
```
Positions in Å, forces in eV/Å.

---

Q: Which of these has the lowest strongest force on any atom?
A: C3H6N2O